[1]
The following is a quantum chemistry calculation of a gas-phase ion, C4H8NS2 (charge +1), from the Open Molecules 2025 dataset.

```
15
Properties=species:S:1:pos:R:3:lowdin_charge:R:1
C -0.029 -0.420 -0.969 -0.169
C -0.646 0.799 -0.675 -0.385
C -0.219 2.490 1.176 -0.831
C 0.257 -2.878 -0.667 -0.077
N 0.089 -1.505 -0.160 -0.068
S -1.267 1.240 0.925 1.013
S -0.234 3.671 2.461 0.849
H 0.416 -0.437 -1.910 0.116
H -0.538 1.583 -1.320 0.033
H 0.719 2.349 0.565 0.079
H 1.332 -3.060 -0.857 0.091
H -0.057 -3.459 0.218 0.090
H -0.279 -3.314 -1.575 0.113
H -0.537 -1.343 0.738 0.167
H 0.993 4.284 2.051 -0.019
```

Results
LUMO energy (spin up / spin down)   -5.68 / -5.68 eV
Electronic energy   -27429.0390 eV
Gap between HOMO and LUMO (spin up / spin down)   0.252 / 0.252 Eh
Charge   +1
ΔE to the lowest compared entry with this formula, charge and spin   45.90 kcal/mol



[2]
The following is a quantum chemistry calculation of a molecular structure, C7H8N2S, from the Open Molecules 2025 dataset.

```
18
Properties=species:S:1:pos:R:3:lowdin_charge:R:1
C 1.343 0.927 -0.259 -0.331
C 0.872 1.498 -1.475 -0.444
C 1.187 -0.319 2.011 0.055
C 0.382 -0.989 1.235 -0.202
C 0.589 0.435 0.954 -0.239
C -0.578 1.600 -1.820 -0.037
C -0.279 -2.195 0.661 -0.028
N 2.671 0.924 -0.240 -0.241
N 1.808 1.890 -2.286 -0.264
S 3.233 1.549 -1.636 0.955
H 1.696 -0.171 2.856 0.069
H -0.505 1.332 1.147 0.203
H -0.907 2.506 -2.418 0.106
H -0.817 0.716 -2.420 0.082
H -1.217 1.461 -0.987 0.034
H 0.178 -2.379 -0.333 0.092
H -1.366 -1.857 0.486 0.111
H -0.189 -2.994 1.408 0.078
```

Results
LUMO energy   0.76 eV
Electronic energy   -21200.4344 eV
Gap between HOMO and LUMO   0.360 Eh
ΔE to the lowest compared entry with this formula, charge and spin   85.48 kcal/mol



[3]
The following is a quantum chemistry calculation of a single C2H3Cl3 molecule, from the Open Molecules 2025 dataset.

```
8
Properties=species:S:1:pos:R:3:lowdin_charge:R:1
Cl -0.185 1.935 -0.777 0.538
C 0.595 0.522 -0.082 -0.693
C -0.437 -0.693 0.120 -1.279
Cl -1.242 -1.011 -1.354 0.616
Cl -1.452 -0.425 1.494 0.611
H 1.406 0.274 -0.688 0.035
H 0.945 0.851 0.970 0.093
H 0.370 -1.453 0.318 0.080
```

Results
LUMO energy   0.78 eV
Electronic energy   -39689.6253 eV
Gap between HOMO and LUMO   0.425 Eh
SMILES   ClCC(Cl)Cl
ΔE to the lowest compared entry with this formula, charge and spin   11.25 kcal/mol



[4]
The following is a quantum chemistry calculation of a molecular structure, C41H44Br4O6P3V, from the Open Molecules 2025 dataset.

```
99
Properties=species:S:1:pos:R:3:mulliken_spin:R:1
V 12.243 11.586 13.323 2.678
Br 11.187 5.488 16.052 0.001
C 11.995 6.977 15.256 0.012
C 13.261 7.341 15.874 0.000
Br 14.393 6.043 16.791 0.001
C 13.611 8.682 15.767 0.001
Br 14.872 9.304 16.925 0.001
C 13.004 9.504 14.798 -0.008
O 13.372 10.809 14.661 0.029
C 11.987 8.990 13.949 0.060
O 11.575 9.793 12.926 0.012
C 11.455 7.723 14.220 -0.004
Br 10.257 6.820 13.100 0.001
C 16.171 10.814 10.514 0.008
C 14.832 10.059 10.523 -0.024
P 13.278 11.052 10.492 0.097
C 13.845 12.578 9.596 -0.085
C 14.261 13.627 10.396 0.003
C 14.773 14.818 9.806 0.009
C 14.698 15.021 8.409 0.001
C 14.216 13.935 7.629 0.000
C 13.922 12.701 8.183 -0.004
C 12.302 10.000 9.311 0.021
C 12.049 8.649 9.700 0.004
C 11.249 7.870 8.865 -0.003
C 10.713 8.419 7.683 0.003
C 11.033 9.725 7.324 -0.001
C 11.794 10.521 8.134 0.001
C 16.676 11.288 11.880 0.005
P 18.184 12.519 11.831 0.001
C 19.403 11.665 12.899 0.000
C 19.543 10.241 12.971 0.000
C 20.312 9.723 13.977 0.000
C 21.003 10.539 14.899 0.000
C 21.100 11.879 14.632 0.000
C 20.258 12.467 13.676 0.000
C 17.522 13.550 13.131 -0.001
C 17.257 13.091 14.456 0.001
C 16.754 13.951 15.405 -0.001
C 16.504 15.278 15.111 0.001
C 16.871 15.789 13.818 0.000
C 17.466 14.915 12.893 0.000
H 16.161 11.735 9.902 -0.002
H 16.973 10.117 10.087 0.000
H 14.732 9.344 11.356 -0.005
H 14.772 9.386 9.680 0.000
H 13.924 13.710 11.400 0.032
H 15.210 15.573 10.463 0.001
H 14.967 15.936 7.976 0.000
H 14.200 14.064 6.574 0.000
H 13.628 11.901 7.498 0.000
H 12.502 8.206 10.602 0.001
H 10.961 6.866 9.175 0.000
H 10.119 7.814 7.026 0.000
H 10.456 10.241 6.514 0.000
H 11.812 11.575 7.956 0.001
H 17.106 10.478 12.568 0.000
H 15.944 11.848 12.482 0.013
H 19.147 9.570 12.205 0.000
H 20.264 8.658 14.170 0.000
H 21.541 10.084 15.728 0.000
H 21.897 12.470 15.188 0.000
H 20.392 13.535 13.450 0.000
H 17.435 12.002 14.741 0.001
H 16.567 13.505 16.420 0.000
H 16.123 15.938 15.860 0.000
H 16.633 16.794 13.574 0.000
H 17.816 15.274 11.926 0.000
C 8.476 15.710 10.923 -0.001
C 9.908 15.210 11.056 0.002
C 10.880 16.318 11.599 -0.001
C 10.598 14.512 9.843 -0.004
O 9.797 14.065 12.020 -0.007
P 10.675 13.872 13.373 0.030
O 10.446 14.898 14.439 -0.002
O 12.131 13.509 13.024 0.052
O 10.175 12.375 13.796 0.048
C 8.862 12.035 14.673 0.004
C 7.799 13.045 14.341 0.001
C 8.639 10.559 14.299 0.003
C 9.249 12.184 16.136 -0.002
H 8.426 16.831 10.696 0.000
H 7.946 15.442 11.839 0.000
H 8.074 15.126 10.057 0.000
H 11.041 17.068 10.829 0.000
H 11.877 15.917 11.820 0.001
H 10.452 16.813 12.536 0.000
H 10.931 15.316 9.126 0.000
H 9.863 13.874 9.340 0.000
H 11.488 13.996 10.236 0.002
H 7.551 12.948 13.255 0.000
H 8.297 14.008 14.562 0.000
H 6.860 12.880 14.879 0.000
H 8.588 10.376 13.200 -0.002
H 7.658 10.104 14.674 0.000
H 9.491 9.933 14.610 0.006
H 9.327 13.219 16.388 0.000
H 10.230 11.731 16.200 0.005
H 8.574 11.684 16.809 0.000
```

Results
LUMO energy (spin up / spin down)   2.32 / 2.32 eV
Electronic energy   -389244.6243 eV
Gap between HOMO and LUMO (spin up / spin down)   0.208 / 0.250 Eh
Charge   -1
Multiplicity   4



[5]
The following is a quantum chemistry calculation of a single C4H9NO molecule, from the Open Molecules 2025 dataset.

```
15
Properties=species:S:1:pos:R:3:lowdin_charge:R:1
C 1.809 0.467 0.718 -0.059
C 1.009 -0.260 -0.336 -0.316
N 0.014 -1.204 0.164 0.032
C -0.432 -0.116 -0.711 -0.245
C -1.591 0.725 -0.176 -0.227
O -2.482 -0.129 0.507 -0.075
H 2.354 1.328 0.316 0.074
H 1.175 0.787 1.547 0.078
H 2.552 -0.234 1.122 0.078
H 1.629 -0.618 -1.164 0.133
H 0.028 -2.082 -0.341 0.101
H -0.661 -0.447 -1.722 0.133
H -2.116 1.127 -1.052 0.112
H -1.317 1.591 0.446 0.115
H -1.971 -0.935 0.683 0.065
```

Results
LUMO energy   0.97 eV
Electronic energy   -7830.1134 eV
Gap between HOMO and LUMO   0.400 Eh
SMILES   C[C@H]1N[C@H]1CO
ΔE to the lowest compared entry with this formula, charge and spin   50.88 kcal/mol



[6]
The following is a quantum chemistry calculation of 3 unconnected molecules or ions with the total composition C21H50FN2O11P4, from the Open Molecules 2025 dataset.

```
89
Properties=species:S:1:pos:R:3:lowdin_charge:R:1
C 6.724 -7.756 2.509 -0.115
C 6.738 -6.369 3.157 -0.260
N 7.012 -5.313 2.155 -0.035
C 5.907 -4.458 1.700 -0.556
P 6.499 -2.743 2.204 0.946
C 7.942 -2.453 1.128 -0.251
O 5.364 -1.658 1.660 -0.306
C 5.773 -4.649 0.147 -0.076
C 4.524 -3.862 -0.064 0.019
N 3.810 -3.872 0.993 -0.031
C 2.551 -3.146 1.213 -0.347
C 2.220 -2.141 0.138 0.011
F 1.542 -4.018 1.451 0.063
C 4.429 -4.732 2.047 -0.265
P 3.713 -6.479 1.743 0.890
O 2.604 -6.278 0.568 -0.248
O 2.997 -6.750 3.169 -0.235
H 7.757 -8.012 2.276 0.075
H 6.310 -8.519 3.163 0.078
H 6.215 -7.736 1.552 0.020
H 7.599 -6.382 3.825 0.115
H 5.871 -6.173 3.793 0.103
H 7.688 -4.696 2.596 0.054
H 8.650 -3.258 1.328 0.048
H 8.411 -1.531 1.463 0.049
H 7.728 -2.440 0.059 0.046
H 5.778 -0.892 1.238 0.069
H 6.581 -4.232 -0.449 0.114
H 5.683 -5.703 -0.112 0.124
H 4.279 -3.311 -0.960 0.162
H 2.712 -2.591 2.139 0.162
H 1.744 -2.638 -0.703 0.100
H 1.538 -1.424 0.585 0.102
H 3.105 -1.579 -0.144 0.085
H 4.076 -4.313 2.993 0.136
H 2.771 -6.947 -0.108 0.068
H 2.305 -7.420 3.067 0.078
O 0.893 0.311 -2.643 -0.232
P -0.424 0.943 -2.893 0.487
O -1.161 -0.244 -3.755 -0.218
C -1.274 -1.552 -3.207 -0.285
C -2.269 -1.628 -2.062 -0.075
O -0.179 2.030 -4.050 -0.201
C 1.057 2.750 -4.152 -0.272
C 1.868 2.237 -5.321 -0.071
O -1.749 1.531 -2.281 -0.194
C -2.742 2.293 -3.011 -0.225
C -3.597 1.462 -3.938 -0.062
H -0.288 -1.898 -2.882 0.095
H -1.595 -2.196 -4.025 0.119
H -1.939 -1.029 -1.210 0.070
H -2.389 -2.660 -1.729 0.077
H -3.241 -1.244 -2.367 0.066
H 1.626 2.681 -3.225 0.106
H 0.800 3.799 -4.303 0.119
H 1.993 1.156 -5.258 0.077
H 2.852 2.706 -5.346 0.079
H 1.358 2.450 -6.261 0.080
H -2.285 3.130 -3.534 0.116
H -3.372 2.727 -2.235 0.115
H -3.046 1.147 -4.822 0.078
H -4.445 2.065 -4.263 0.088
H -3.968 0.570 -3.437 0.068
O -5.953 4.998 -0.656 -0.213
P -5.990 5.800 0.598 0.566
O -5.294 4.679 1.600 -0.233
C -3.965 4.241 1.352 -0.290
C -2.931 5.311 1.658 -0.078
O -7.564 5.699 0.981 -0.221
C -8.582 5.704 -0.029 -0.277
C -9.170 4.320 -0.192 -0.073
O -5.683 6.979 1.629 -0.214
C -6.346 7.195 2.892 -0.241
C -5.948 6.222 3.977 -0.068
H -3.874 3.907 0.314 0.095
H -3.806 3.372 1.992 0.117
H -3.040 6.170 0.991 0.073
H -1.922 4.912 1.539 0.075
H -3.044 5.678 2.677 0.066
H -8.189 6.071 -0.976 0.106
H -9.350 6.404 0.303 0.118
H -8.384 3.586 -0.367 0.075
H -9.871 4.293 -1.028 0.079
H -9.699 4.022 0.714 0.077
H -7.424 7.227 2.762 0.113
H -6.044 8.201 3.183 0.120
H -6.376 5.235 3.812 0.077
H -6.316 6.596 4.933 0.085
H -4.866 6.115 4.032 0.068
```

Results
LUMO energy   -3.70 eV
Electronic energy   -87959.2012 eV
Gap between HOMO and LUMO   0.272 Eh
Charge   +1



[7]
The following is a quantum chemistry calculation of 6 unconnected molecules or ions with the total composition C5H21N2O6, from the Open Molecules 2025 dataset.

```
34
Properties=species:S:1:pos:R:3:lowdin_charge:R:1
O -3.693 1.252 -0.159 0.091
C -2.864 0.874 -0.938 -0.171
C -1.377 1.031 -0.572 -0.220
C -0.660 -0.316 -0.738 -0.121
C -0.032 -0.377 -2.129 -0.413
C -0.560 -1.101 -3.099 0.050
N 1.052 0.496 -2.275 0.112
N -1.261 1.486 0.869 0.200
H -3.045 0.464 -1.946 0.146
H -0.944 1.786 -1.277 0.171
H 0.115 -0.435 0.059 0.099
H -1.319 -1.163 -0.617 0.112
H -1.381 -1.721 -3.002 0.035
H -0.136 -1.164 -4.110 0.078
H 1.516 0.462 -3.133 0.076
H 1.660 0.594 -1.447 0.070
H -0.320 2.072 0.981 0.132
H -1.198 0.674 1.495 0.101
H -2.019 2.053 1.125 0.123
H 3.709 0.655 0.389 0.081
H 2.456 -0.097 0.999 0.031
O 2.746 0.623 0.357 -0.079
H 0.930 -0.942 2.383 0.048
H 2.342 -1.480 2.793 0.098
O 1.806 -1.246 2.024 -0.059
H 1.824 1.990 0.839 0.010
H 1.512 3.483 0.861 0.060
O 1.168 2.651 1.114 -0.018
H -1.328 -1.159 3.148 0.091
H -0.782 -1.632 1.805 0.026
O -0.833 -0.857 2.392 -0.042
H -0.056 -3.389 0.033 0.074
H 0.958 -2.726 0.972 0.047
O 0.014 -2.839 0.806 -0.039
```

Results
LUMO energy   -2.70 eV
Electronic energy   -20785.5936 eV
Gap between HOMO and LUMO   0.321 Eh
Charge   +1
ΔE to the lowest compared entry with this formula, charge and spin   0.00 kcal/mol



[8]
The following is a quantum chemistry calculation of 2 unconnected molecules or ions with the total composition C2HIS, from the Open Molecules 2025 dataset.

```
5
Properties=species:S:1:pos:R:3:lowdin_charge:R:1
C -1.243 0.212 0.072 0.063
C -0.396 -0.609 0.088 -0.800
S 0.827 -1.711 0.011 0.673
I 2.747 1.186 0.024 0.039
H -1.935 0.922 -0.196 0.025
```

Results
LUMO energy (spin up / spin down)   -4.09 / -4.10 eV
Electronic energy   -21021.6323 eV
Gap between HOMO and LUMO (spin up / spin down)   0.187 / 0.188 Eh
ΔE to the lowest compared entry with this formula, charge and spin   54.53 kcal/mol